Density functional theory data (ωB97M-V/def2-TZVPD) for a structure of composition C49H41N11O2P2S4Se2Tl.

Structure (XYZ):
```
112
Properties=species:S:1:pos:R:3:forces:R:3
Tl -1.72524 1.18675 0.28998 -0.091 -0.112 -0.056
Se 0.67485 -2.50302 -6.05146 0.031 -0.005 -0.004
P 1.56650 -2.74810 -4.17981 0.119 0.021 -0.010
C 3.37303 -2.61165 -4.19847 0.038 0.038 -0.011
C 4.05638 -1.68203 -3.42181 0.020 0.000 -0.030
C 5.43559 -1.56355 -3.52836 -0.038 0.034 -0.066
C 6.13829 -2.37638 -4.40323 -0.006 0.000 -0.013
C 5.45973 -3.30062 -5.18863 0.013 0.002 0.016
C 4.08232 -3.40841 -5.09869 -0.010 0.019 -0.022
C 1.13599 -4.35835 -3.47265 -0.083 0.000 0.057
C -0.20395 -4.57803 -3.15623 0.022 0.002 0.044
C -0.62779 -5.83139 -2.74831 -0.001 0.003 0.019
C 0.27883 -6.88051 -2.67074 0.003 0.002 0.003
C 1.60964 -6.67292 -3.00325 -0.007 0.007 0.007
C 2.03817 -5.41535 -3.40481 -0.005 -0.022 -0.002
C 1.03027 -1.46908 -2.97274 0.017 0.040 -0.055
C 0.94896 -1.24412 -1.57169 0.004 0.070 0.014
N 0.37910 -0.04408 -1.39677 0.069 0.073 -0.004
N 0.14940 0.40330 -2.60663 -0.023 -0.022 -0.040
N 0.54035 -0.37906 -3.57072 -0.199 -0.060 0.057
P 1.50754 -2.08074 -0.04458 -0.074 0.042 0.019
Se 1.38130 -0.82289 1.65534 -0.010 0.169 -0.042
C 3.19759 -2.63638 -0.35685 0.004 -0.061 0.002
C 4.25171 -1.79987 0.00663 0.030 0.005 0.006
C 5.55755 -2.17964 -0.25558 -0.030 -0.020 0.056
C 5.82004 -3.39895 -0.86751 -0.017 -0.047 0.039
C 4.77466 -4.23999 -1.21574 0.032 0.001 0.017
C 3.46526 -3.85944 -0.96163 0.019 0.002 0.033
C 0.41756 -3.50204 0.16682 -0.046 0.017 -0.031
C 0.84949 -4.69177 0.74268 -0.009 -0.001 0.036
C -0.07180 -5.68358 1.04916 0.010 -0.002 -0.011
C -1.42138 -5.48203 0.80327 -0.009 0.000 -0.016
C -1.85720 -4.28718 0.24386 0.008 -0.020 -0.020
C -0.94087 -3.30070 -0.07525 0.009 -0.014 -0.041
H 3.51969 -1.04425 -2.73132 0.017 0.000 -0.044
H 5.95924 -0.83275 -2.92510 -0.013 -0.011 -0.016
H 7.21351 -2.28196 -4.48664 -0.004 0.000 -0.002
H 6.00274 -3.92261 -5.88822 -0.004 0.004 0.002
H 3.54769 -4.08874 -5.75102 -0.007 0.005 0.005
H -0.91950 -3.76944 -3.25450 0.000 0.004 0.003
H -1.66910 -5.99346 -2.50238 0.009 0.003 0.003
H -0.05541 -7.86291 -2.36186 0.005 0.011 -0.002
H 2.31640 -7.49180 -2.95644 -0.008 0.008 -0.003
H 3.07866 -5.26081 -3.65742 0.003 0.000 -0.002
H 4.03831 -0.86527 0.51049 0.005 -0.004 0.000
H 6.37452 -1.52825 0.02717 -0.003 -0.001 0.003
H 6.84189 -3.69528 -1.06700 -0.008 0.004 -0.005
H 4.97525 -5.19424 -1.68692 -0.002 0.011 0.007
H 2.65562 -4.51999 -1.22917 -0.018 -0.014 -0.018
H 1.89627 -4.84373 0.97043 0.002 0.002 0.006
H 0.26798 -6.61208 1.48951 -0.003 0.011 -0.005
H -2.13667 -6.25667 1.04907 0.007 0.008 -0.003
H -2.91060 -4.12668 0.05291 0.009 -0.001 0.004
H -1.28186 -2.36570 -0.50624 0.000 -0.013 0.004
N -4.41653 4.11527 -2.10091 -0.021 -0.045 -0.013
C -5.25295 4.38849 -1.03330 0.019 0.010 -0.027
C -6.28041 5.30676 -0.84946 -0.012 -0.014 0.003
C -6.88228 5.32437 0.39572 0.005 -0.004 -0.011
C -6.47684 4.45577 1.42075 0.005 0.007 -0.017
C -5.45798 3.54383 1.22642 0.025 0.018 0.047
C -4.83727 3.51683 -0.02012 0.019 -0.017 0.037
N -3.78022 2.74296 -0.47566 0.079 0.013 0.007
C -3.55649 3.13364 -1.70597 0.035 -0.016 -0.010
C -2.45836 2.64507 -2.54262 -0.070 -0.017 0.093
C -2.52375 2.58177 -3.88219 0.056 -0.022 -0.052
S -1.03134 1.94986 -4.55191 -0.004 0.043 0.026
C -0.33952 1.82360 -2.85707 -0.080 0.000 0.003
N -1.30064 2.24715 -1.89885 0.050 -0.008 -0.077
H -4.39303 4.57114 -2.99639 0.009 0.026 0.010
H -6.59910 5.97569 -1.63848 0.004 -0.007 0.012
H -7.68710 6.02247 0.58394 0.006 -0.002 -0.002
H -6.97413 4.50536 2.38061 -0.001 0.002 -0.016
H -5.13952 2.87624 2.01806 -0.010 -0.008 -0.030
H -3.37818 2.77371 -4.51112 0.029 -0.003 0.011
H 0.59511 2.39296 -2.81994 0.058 -0.015 0.051
N -2.50343 -1.68764 6.94812 -0.004 0.005 0.007
C -2.31894 -0.42640 6.48139 0.008 -0.004 0.005
C -1.12976 0.27023 6.75791 -0.014 -0.017 0.003
C -0.93247 1.53626 6.26098 -0.015 0.027 0.006
C -1.92315 2.13263 5.48211 -0.030 -0.090 -0.011
C -3.11429 1.45743 5.20136 0.028 0.024 -0.004
C -3.30934 0.19280 5.69501 -0.003 -0.027 0.006
S -1.68876 3.70098 4.82097 0.129 0.041 0.021
O -0.51941 4.29998 5.41763 0.040 -0.012 -0.121
O -2.90989 4.43547 4.73701 -0.009 0.047 -0.015
N -1.31274 3.36119 3.18709 -0.028 0.220 -0.051
C -1.65143 4.25725 2.13541 0.084 -0.099 0.169
S -2.44237 5.77497 2.30293 -0.150 -0.051 0.034
C -2.21176 6.03213 0.61866 0.014 -0.027 -0.080
C -1.56564 4.98165 0.06350 -0.143 0.003 0.043
N -1.23866 3.97597 0.94284 0.037 0.202 -0.176
H -1.86132 -2.07899 7.61277 0.004 0.001 -0.002
H -3.40113 -2.12909 6.86844 -0.002 -0.001 -0.005
H -0.36656 -0.19717 7.36708 -0.007 0.003 -0.007
H -0.02083 2.07571 6.47866 -0.011 -0.007 -0.009
H -3.88064 1.93534 4.60433 0.011 0.003 0.010
H -4.23054 -0.33513 5.48315 0.009 0.002 0.006
H -2.60262 6.91322 0.13529 0.026 -0.011 0.022
H -1.32296 4.84943 -0.98165 -0.003 0.011 0.016
C 1.70131 3.16250 0.22440 0.019 0.041 -0.008
N 1.86474 3.90534 1.48094 0.045 -0.070 -0.053
C 2.62858 5.04061 1.62331 -0.044 -0.026 -0.023
C 2.42483 5.51178 2.87824 0.006 0.045 0.035
N 1.56114 4.64006 3.48430 -0.057 0.000 0.147
C 1.22506 3.67168 2.62977 -0.034 -0.031 -0.157
S 0.05675 2.39222 2.91538 0.080 -0.143 0.199
H 2.65118 3.17642 -0.30277 0.022 -0.024 0.014
H 0.92196 3.63805 -0.36736 0.001 -0.021 -0.011
H 1.41653 2.13588 0.43346 0.028 -0.128 0.050
H 3.24215 5.41463 0.82299 -0.008 -0.011 0.012
H 2.82051 6.37751 3.37833 -0.007 -0.022 -0.001
H 1.12789 4.71055 4.40556 -0.001 0.015 -0.001
```
Forces are in eV/Å.

Orbital gap: 0.219 Ha
Energy relative to the best compared isomer or geometry (same formula, charge and spin): 227.8 kJ/mol
Total charge: +1
Largest force on an atom: 0.0053 hartree/bohr
Energy: -9895.320268 a.u.